Record 1
# C19H43N3OP

A gas-phase ion, C19H43N3OP (charge +1) (the ωB97M-V functional and the def2-TZVPD basis, the Open Molecules 2025 dataset).

CARTESIAN COORDINATES (ANGSTROEM)
C  0.147856  -2.674538  2.312823
C  -0.216351  -3.494561  1.065459
C  -0.143389  -2.753304  -0.273250
O  -0.233661  -1.320603  -0.080878
N  -0.122827  -0.705281  -1.362303
C  1.061045  0.139309  -1.321459
C  2.344806  -0.667757  -1.156217
C  3.608057  0.167285  -1.425218
C  4.298768  0.698416  -0.148519
C  5.462926  -0.202754  0.269779
C  4.773121  2.147684  -0.297654
C  0.938371  1.185857  -0.224330
N  -0.196150  2.129522  -0.524099
C  -0.649053  2.919620  0.679415
C  -1.210947  2.080053  1.827803
C  -0.338374  2.106933  3.111421
N  0.031478  0.813733  3.660623
C  -1.372441  1.544287  -1.296898
C  -1.339494  0.038989  -1.696228
P  -2.844228  -1.014238  -1.261587
C  -3.970844  -0.524179  -2.652420
C  -4.335443  -1.740207  -3.508748
C  -3.629798  -0.234841  0.218156
C  -3.388990  -1.078689  1.471768
H  -0.713749  -2.508977  2.959929
H  0.899539  -3.182121  2.916004
H  0.567252  -1.709401  2.032888
H  0.469363  -4.338783  0.998887
H  -1.216337  -3.916213  1.169125
H  0.782018  -2.973998  -0.808606
H  -0.975032  -3.041623  -0.913244
H  1.098092  0.652159  -2.292297
H  2.387016  -1.076093  -0.142093
H  2.274272  -1.518713  -1.834645
H  4.316042  -0.449849  -1.980814
H  3.355556  1.004007  -2.085826
H  3.567618  0.659663  0.669334
H  5.121723  -1.130704  0.732354
H  6.076798  -0.459253  -0.596838
H  6.114004  0.304390  0.983778
H  4.101030  2.742484  -0.923992
H  5.757008  2.188957  -0.770788
H  4.854676  2.641192  0.672135
H  1.838083  1.796336  -0.149524
H  0.758257  0.709301  0.737015
H  0.211873  2.832733  -1.137280
H  0.221322  3.497059  0.997612
H  -1.386170  3.619937  0.286524
H  -1.329112  1.039213  1.507194
H  -2.212755  2.449431  2.049188
H  0.571109  2.684081  2.907610
H  -0.870168  2.652014  3.891358
H  0.046121  0.082221  2.962263
H  -0.605817  0.511261  4.385438
H  -1.422394  2.135278  -2.209529
H  -2.253515  1.790161  -0.717941
H  -1.373412  0.047742  -2.787659
H  -4.869122  -0.078100  -2.219997
H  -3.510491  0.245665  -3.277094
H  -4.763975  -1.434412  -4.463173
H  -5.061222  -2.369547  -2.993045
H  -3.462171  -2.361868  -3.712106
H  -4.698420  -0.197735  -0.007090
H  -3.339784  0.799246  0.408382
H  -3.834691  -2.066714  1.357240
H  -3.842132  -0.610832  2.347428
H  -2.322744  -1.220331  1.664456

Forces on the atoms, in the same order (eV/Å):
C 0.167 -0.020 0.047
C -0.052 0.067 0.017
C 0.008 -0.020 -0.025
O -0.211 -0.018 -0.065
N 0.015 -0.046 0.132
C 0.084 0.104 0.043
C 0.056 0.001 -0.039
C -0.008 -0.109 0.119
C -0.028 0.035 0.015
C 0.066 0.008 0.041
C 0.039 0.012 -0.099
C 0.047 0.033 0.031
N 0.094 -0.037 0.035
C -0.011 0.178 -0.058
C 0.100 -0.087 -0.038
C -0.016 0.029 0.027
N -0.168 -0.098 0.006
C -0.121 0.022 -0.084
C 0.123 0.064 0.098
P 0.039 -0.076 -0.123
C -0.057 0.174 0.021
C -0.019 -0.001 0.020
C -0.037 -0.093 0.090
C -0.034 0.045 0.049
H -0.015 0.086 -0.071
H -0.029 -0.021 0.000
H 0.021 0.010 0.065
H -0.093 -0.071 -0.091
H 0.016 0.027 0.089
H 0.045 0.126 0.105
H 0.055 -0.085 -0.048
H 0.009 -0.080 -0.030
H -0.041 -0.059 -0.030
H 0.025 0.064 -0.048
H 0.015 0.080 -0.030
H 0.005 -0.031 -0.019
H -0.018 0.103 -0.044
H -0.008 -0.020 -0.083
H -0.003 0.028 0.022
H -0.082 -0.034 0.076
H -0.046 -0.006 0.083
H -0.035 -0.003 -0.031
H 0.080 -0.048 -0.009
H -0.039 0.029 0.038
H -0.073 -0.039 -0.050
H -0.037 -0.099 -0.081
H -0.014 -0.026 0.015
H 0.029 0.029 0.035
H -0.030 0.046 -0.014
H -0.015 -0.106 0.011
H -0.002 -0.059 -0.013
H 0.078 0.084 -0.041
H 0.091 -0.021 -0.020
H 0.020 0.034 -0.021
H -0.061 0.020 0.019
H -0.048 -0.048 0.095
H 0.108 -0.121 -0.009
H -0.012 0.011 -0.110
H -0.004 0.005 0.042
H -0.052 -0.015 0.033
H 0.017 -0.017 -0.013
H 0.022 0.055 -0.049
H 0.002 -0.047 0.051
H 0.012 0.034 -0.074
H 0.038 -0.016 -0.003
H 0.028 -0.002 0.012
H -0.029 0.038 -0.018

Calculated values
HOMO energy = -11.459 eV
orbital gap = 8.647 eV
net charge = +1

***

Record 2
# C19H43O2P3RhS

A molecular structure, C19H43O2P3RhS (the ωB97M-V functional and the def2-TZVPD basis, the Open Molecules 2025 dataset).

CARTESIAN COORDINATES (ANGSTROEM)
Rh  0.866662  0.583833  0.512362
P  1.550100  0.115058  2.582697
P  -3.247137  -2.876881  -0.161441
P  2.302037  2.261955  0.031041
H  -1.046863  0.050858  2.002219
C  -0.964347  0.699557  1.112630
C  -2.272690  0.536295  0.376174
H  -2.868330  -0.252909  0.859242
C  0.653325  1.033778  3.879357
C  1.239228  -1.647200  2.942940
C  3.287868  0.339151  3.042840
C  -4.794938  -3.715034  0.229725
C  -2.195680  -3.995346  -1.104462
C  -2.388885  -2.564134  1.400013
C  2.084245  2.973718  -1.628918
C  4.044260  1.716463  0.016978
C  2.126105  3.617914  1.225362
H  -0.947575  1.743326  1.486550
H  -2.845281  1.470000  0.467172
H  0.850823  0.557089  4.848417
H  -0.426205  1.038059  3.702676
H  1.013374  2.068162  3.913189
H  1.307237  -1.809122  4.027164
H  2.001227  -2.255764  2.440463
H  0.245651  -1.961742  2.598093
H  3.548749  1.403953  3.062665
H  3.932825  -0.201702  2.340508
H  3.436454  -0.079358  4.048243
H  -4.602311  -4.775179  0.462860
H  -5.461831  -3.648184  -0.639747
H  -5.277929  -3.233995  1.091998
H  -2.451891  -5.042496  -0.878075
H  -1.135849  -3.822038  -0.868607
H  -2.365685  -3.808401  -2.174093
H  -3.062128  -2.043225  2.092776
H  -1.495688  -1.947391  1.205558
H  -2.059235  -3.505271  1.874162
H  3.059054  3.314913  -2.003852
H  1.380435  3.812960  -1.595066
H  1.700627  2.205519  -2.309388
H  4.640925  2.491474  -0.481437
H  4.130171  0.786414  -0.560939
H  4.423681  1.559812  1.031920
H  2.553114  4.532374  0.797329
H  2.638019  3.388176  2.166475
H  1.061937  3.785367  1.428249
C  -2.053504  1.106355  -1.983769
C  -1.567594  2.363622  -1.588822
C  -1.192552  3.285592  -2.579509
C  -1.287440  2.946393  -3.932671
C  -1.779882  1.691995  -4.306238
C  -2.189282  0.777555  -3.341393
O  -2.478227  0.130959  -1.073954
H  -3.406076  -1.629989  -0.854547
H  -1.492871  2.648990  -0.533022
H  -0.777892  4.252098  -2.273851
H  -0.985373  3.668130  -4.689947
H  -1.876895  1.427875  -5.356443
H  -2.605202  -0.199101  -3.588816
C  0.282801  -1.707906  -2.099404
S  1.568802  -0.809362  -1.288959
C  2.651510  -2.095636  -0.645457
O  2.332485  -0.092365  -2.341386
H  0.373306  -2.779963  -1.880898
H  0.395693  -1.530792  -3.175972
H  -0.692943  -1.326878  -1.773050
H  3.340066  -2.360663  -1.458260
H  3.213585  -1.700361  0.210303
H  2.059832  -2.967354  -0.337961

Forces on the atoms, in the same order (eV/Å):
Rh 1.701 -0.637 -1.870
P 0.787 -0.914 1.446
P 0.088 -0.776 0.741
P 0.447 0.997 -0.701
H -0.005 0.102 -0.344
C -2.881 0.383 0.384
C -2.067 0.121 0.542
H 0.178 0.546 -0.254
C 0.015 -0.032 0.038
C 0.033 -0.020 0.363
C 0.075 -0.231 0.344
C -0.289 0.270 -0.253
C 0.060 0.076 -0.525
C 0.235 0.147 0.090
C 0.040 0.206 -0.197
C 0.028 0.006 0.091
C 0.184 0.265 -0.131
H -0.040 -0.272 0.041
H -0.103 -0.451 -0.142
H -0.012 0.159 -0.175
H 0.232 0.024 0.123
H -0.089 -0.163 0.008
H 0.002 -0.143 -0.234
H -0.175 0.098 0.123
H 0.265 0.124 0.122
H -0.008 -0.285 -0.007
H -0.068 0.170 0.185
H 0.077 0.153 -0.193
H 0.051 0.431 -0.090
H 0.047 -0.135 0.238
H 0.106 -0.100 -0.281
H 0.041 0.414 -0.021
H -0.462 -0.069 -0.040
H 0.131 -0.251 0.208
H 0.209 -0.091 -0.089
H -0.322 -0.238 0.087
H -0.289 0.231 -0.343
H -0.322 0.072 0.020
H 0.248 -0.097 0.049
H 0.201 0.158 0.166
H -0.057 -0.173 0.158
H 0.006 0.291 0.097
H -0.064 0.072 -0.323
H -0.019 -0.076 0.221
H -0.097 0.056 -0.191
H 0.212 0.019 -0.030
C -1.210 -1.983 2.236
C 0.746 1.979 -0.354
C -0.065 -0.658 2.194
C 0.102 0.238 -0.480
C -0.764 -1.538 0.175
C 0.263 0.238 -1.592
O 2.542 3.209 -1.348
H -0.135 -1.032 0.445
H 0.009 -0.152 -0.665
H -0.372 -0.349 -0.199
H -0.073 -0.174 0.095
H 0.046 0.104 0.174
H 0.113 0.303 -0.133
C -0.665 -0.686 -0.353
S 1.335 0.180 0.137
C 0.038 -0.382 -0.196
O -0.478 -0.049 0.556
H -0.016 0.353 -0.195
H 0.127 -0.092 0.221
H 0.311 -0.140 -0.009
H -0.164 -0.024 0.155
H -0.201 -0.005 -0.326
H 0.183 0.225 0.013

Calculated values
HOMO energy (alpha / beta) = -14.868 / -18.009 eV
orbital gap (alpha / beta) = 6.763 / 5.571 eV
ΔE to the lowest compared entry with this formula, charge and spin = 0.0 kJ/mol
spin multiplicity = 5
net charge = +3